No. 1
Density functional theory data (ωB97M-V/def2-TZVPD) for a molecular structure, C33H25ClLuNO11PS.

## Properties
lowest unoccupied orbital energy = 2.2 eV
charge = -1
ΔE to the lowest compared entry with this formula, charge and spin = 16.3 kcal/mol
highest occupied orbital energy = -0.2247 Eh

Each line ends with the Löwdin charge.
Atoms and positions in Å:
Lu1 0.470 -1.885 -0.941  1.738
O1 3.392 -3.621 -3.776  0.035
C1 2.843 -2.982 -2.888  -0.606
O2 1.594 -2.754 -2.740  -0.179
C2 3.698 -2.326 -1.818  -0.176
C3 5.083 -2.375 -1.811  0.001
C4 5.758 -1.671 -0.825  -0.050
C5 5.037 -0.915 0.089  0.004
C6 3.655 -0.917 -0.001  -0.164
N1 3.013 -1.637 -0.915  0.101
C7 2.757 -0.006 0.828  -0.619
O3 3.276 0.735 1.662  0.025
O4 1.536 -0.086 0.494  -0.234
H1 5.582 -2.954 -2.575  0.113
H2 6.840 -1.691 -0.784  0.101
H3 5.504 -0.310 0.853  0.115
O5 1.419 -3.504 2.940  0.036
C8 0.642 -2.784 2.338  -0.684
O6 0.573 -2.644 1.059  -0.236
C9 -0.420 -2.004 3.122  -0.242
P1 -1.022 -0.465 2.305  1.144
C10 -2.111 0.125 3.670  -0.388
C11 -1.777 1.326 4.290  -0.105
C12 -2.528 1.813 5.354  -0.097
C13 -3.631 1.107 5.806  -0.103
C14 -3.980 -0.092 5.194  -0.088
C15 -3.223 -0.578 4.141  -0.091
C16 -2.366 -1.085 1.193  -0.462
C17 -2.548 -2.522 0.793  -0.227
C18 -3.880 -2.951 0.339  -0.024
C19 -4.837 -2.051 0.095  -0.070
C20 -4.647 -0.643 0.411  -0.067
C21 -3.526 -0.198 0.991  -0.061
H4 -0.007 -1.720 4.090  0.091
H5 -1.242 -2.701 3.317  0.089
H6 -0.917 1.882 3.935  0.097
H7 -2.249 2.746 5.828  0.097
H8 -4.220 1.486 6.632  0.095
H9 -4.842 -0.650 5.540  0.099
H10 -3.503 -1.514 3.669  0.110
H11 -1.885 -3.271 1.207  0.134
H12 -4.055 -4.009 0.201  0.110
H13 -5.801 -2.370 -0.282  0.100
H14 -5.472 0.039 0.247  0.099
H15 -3.462 0.824 1.343  0.109
O7 -1.040 -2.195 -2.633  -0.565
Cl1 -1.192 -3.695 -2.498  0.951
O8 -2.582 -4.016 -2.255  -0.428
O9 -0.421 -3.923 -1.199  -0.560
O10 -1.861 -1.628 -0.086  -0.158
O11 0.026 0.183 -1.681  -0.618
S1 0.233 1.538 -1.010  1.081
C22 -0.619 2.628 -2.132  -0.361
C23 -1.125 3.803 -1.602  -0.085
C24 -1.784 4.697 -2.439  -0.085
C25 -1.944 4.394 -3.781  -0.088
C26 -1.452 3.197 -4.293  -0.070
C27 -0.785 2.305 -3.472  -0.050
C28 1.910 1.973 -1.438  -0.364
C29 2.560 1.266 -2.436  -0.062
C30 3.877 1.588 -2.726  -0.064
C31 4.521 2.599 -2.023  -0.080
C32 3.856 3.282 -1.015  -0.072
C33 2.542 2.962 -0.706  -0.070
H16 -1.010 4.018 -0.546  0.108
H17 -2.181 5.619 -2.034  0.101
H18 -2.465 5.085 -4.431  0.100
H19 -1.595 2.957 -5.339  0.105
H20 -0.421 1.358 -3.847  0.119
H21 2.059 0.454 -2.947  0.113
H22 4.406 1.032 -3.490  0.109
H23 5.554 2.836 -2.242  0.100
H24 4.372 4.039 -0.439  0.104
H25 2.038 3.446 0.121  0.119

=====

No. 2
Density functional theory data (ωB97M-V/def2-TZVPD) for 3 unconnected molecules or ions with the total composition C33H25ClO8.

## Properties
lowest unoccupied orbital energy = -1.0 eV
structure (SMILES) = O=C1c2ccccc2C(=O)c2ccccc21.O=C1c2ccccc2C(=O)c2ccccc21.COCCCOC(=O)OCl
highest occupied orbital energy = -0.3604 Eh

Each line ends with the Löwdin charge.
Atoms and positions in Å:
C1 0.473 -2.828 -5.074  -0.100
O1 0.278 -2.324 -3.757  -0.243
C2 1.443 -1.594 -3.333  -0.191
C3 2.116 -2.361 -2.156  -0.105
C4 2.177 -1.538 -0.857  -0.141
O2 3.353 -1.779 -0.060  0.037
C5 4.445 -1.207 -0.568  -0.722
O3 5.196 -1.808 -1.196  0.188
O4 4.684 0.143 -0.288  -0.458
Cl1 6.185 0.199 0.514  0.767
H1 -0.487 -3.247 -5.384  0.090
H2 1.233 -3.618 -5.110  0.095
H3 0.727 -2.016 -5.766  0.089
H4 2.146 -1.510 -4.163  0.115
H5 1.100 -0.601 -3.017  0.122
H6 1.478 -3.233 -1.985  0.112
H7 3.082 -2.753 -2.482  0.116
H8 2.010 -0.472 -1.061  0.126
H9 1.332 -1.833 -0.231  0.119
C6 -1.646 -2.250 -1.260  -0.042
C7 -2.845 -1.546 -1.184  -0.044
C8 -3.701 -1.741 -0.113  0.001
C9 -3.369 -2.651 0.884  -0.084
C10 -2.178 -3.374 0.798  -0.081
C11 -1.315 -3.162 -0.271  -0.003
C12 -1.827 -4.386 1.830  -0.277
O5 -0.788 -5.012 1.757  0.106
C13 -2.779 -4.621 2.949  -0.083
C14 -2.496 -5.601 3.892  -0.002
C15 -3.368 -5.820 4.945  -0.057
C16 -4.524 -5.054 5.066  -0.057
C17 -4.813 -4.079 4.126  -0.002
C18 -3.948 -3.865 3.060  -0.083
C19 -4.289 -2.838 2.039  -0.278
O6 -5.298 -2.171 2.142  0.106
H10 -0.972 -2.090 -2.094  0.083
H11 -3.109 -0.842 -1.963  0.110
H12 -4.630 -1.190 -0.053  0.121
H13 -0.386 -3.714 -0.332  0.113
H14 -1.597 -6.196 3.801  0.121
H15 -3.149 -6.588 5.676  0.107
H16 -5.200 -5.222 5.894  0.107
H17 -5.713 -3.487 4.219  0.121
C20 1.682 1.958 2.043  -0.046
C21 2.826 1.896 1.252  -0.060
C22 3.098 2.907 0.345  0.004
C23 2.223 3.978 0.215  -0.080
C24 1.063 4.028 0.992  -0.084
C25 0.802 3.020 1.913  -0.001
C26 0.089 5.142 0.833  -0.278
O7 -0.917 5.188 1.511  0.106
C27 0.372 6.194 -0.180  -0.083
C28 -0.552 7.212 -0.383  -0.002
C29 -0.295 8.204 -1.314  -0.058
C30 0.891 8.189 -2.042  -0.058
C31 1.813 7.174 -1.848  -0.003
C32 1.553 6.168 -0.924  -0.083
C33 2.537 5.065 -0.751  -0.278
O8 3.571 5.050 -1.388  0.107
H18 1.475 1.171 2.757  0.110
H19 3.502 1.063 1.347  0.077
H20 3.991 2.860 -0.266  0.117
H21 -0.090 3.064 2.524  0.121
H22 -1.473 7.226 0.184  0.121
H23 -1.018 8.993 -1.474  0.107
H24 1.093 8.969 -2.764  0.107
H25 2.733 7.160 -2.417  0.120

=====

No. 3
Density functional theory data (ωB97M-V/def2-TZVPD) for a molecular structure, C33H25F5HfN7O4.

## Properties
lowest unoccupied orbital energy = -3.4 eV
charge = +1
highest occupied orbital energy = -0.4282 Eh

Each line ends with the Löwdin charge.
Atoms and positions in Å:
Hf1 0.217 0.293 -0.589  1.738
N1 0.010 -1.346 -1.620  -0.052
C1 -0.121 -2.397 -2.333  -0.258
C2 0.554 -2.454 -3.658  -0.208
C3 1.328 -3.557 -4.013  -0.033
C4 2.023 -3.556 -5.213  -0.061
C5 1.921 -2.472 -6.075  -0.067
C6 1.134 -1.380 -5.732  -0.065
C7 0.464 -1.364 -4.520  -0.040
C8 -0.916 -3.549 -1.867  -0.169
C9 -1.443 -4.471 -2.773  -0.019
C10 -2.223 -5.522 -2.318  -0.057
C11 -2.468 -5.666 -0.960  -0.058
C12 -1.942 -4.755 -0.051  -0.058
C13 -1.176 -3.697 -0.502  -0.017
H1 1.393 -4.407 -3.345  0.124
H2 2.635 -4.407 -5.481  0.111
H3 2.449 -2.483 -7.019  0.110
H4 1.041 -0.543 -6.412  0.110
H5 -0.146 -0.514 -4.240  0.114
H6 -1.263 -4.353 -3.833  0.119
H7 -2.642 -6.226 -3.024  0.112
H8 -3.072 -6.491 -0.607  0.112
H9 -2.131 -4.874 1.007  0.111
H10 -0.757 -2.982 0.196  0.099
O1 0.724 -0.834 1.225  -0.070
C14 1.642 -0.002 1.523  -0.542
O2 1.644 1.106 0.902  -0.073
C15 2.724 -0.335 2.476  -0.128
C16 3.452 -1.503 2.280  0.014
C17 4.532 -1.779 3.101  0.025
C18 4.827 -0.887 4.114  -0.134
C19 4.096 0.262 4.345  0.021
C20 3.038 0.549 3.500  0.019
N2 6.002 -1.159 4.973  -0.349
O3 6.719 -2.083 4.654  0.090
O4 6.172 -0.432 5.927  0.093
H11 3.178 -2.189 1.489  0.128
H12 5.138 -2.663 2.970  0.127
H13 4.368 0.917 5.160  0.129
H14 2.467 1.458 3.633  0.133
C21 1.855 3.472 -1.216  0.021
C22 2.492 2.237 -1.742  -0.308
N3 1.892 1.052 -1.850  -0.034
C23 2.826 0.162 -2.368  -0.089
C24 3.989 0.820 -2.552  -0.022
N4 3.765 2.128 -2.159  0.018
C25 4.812 3.140 -2.012  -0.049
N5 5.197 3.294 -0.644  -0.054
N6 4.680 4.329 0.079  0.061
N7 5.043 4.223 1.290  0.092
C26 5.815 3.084 1.423  -0.221
C27 6.455 2.550 2.545  -0.003
C28 7.172 1.392 2.363  -0.075
C29 7.255 0.768 1.099  -0.065
C30 6.635 1.287 -0.015  -0.011
C31 5.914 2.469 0.179  -0.167
H15 0.884 3.616 -1.689  0.089
H16 2.467 4.351 -1.392  0.076
H17 1.714 3.387 -0.138  0.087
H18 2.571 -0.860 -2.590  0.102
H19 4.936 0.498 -2.947  0.128
H20 4.458 4.104 -2.367  0.142
H21 5.658 2.825 -2.620  0.147
H22 6.392 3.043 3.506  0.122
H23 7.701 0.951 3.197  0.109
H24 7.835 -0.140 1.006  0.112
H25 6.720 0.806 -0.980  0.102
F1 -1.840 2.598 -2.081  0.099
C32 -1.500 1.673 -1.188  -0.389
F2 -0.910 2.367 -0.045  -0.066
C33 -2.694 0.961 -0.581  -0.585
F3 -3.254 0.143 -1.454  0.192
F4 -2.055 0.155 0.385  0.039
F5 -3.619 1.656 0.038  0.217

=====

No. 4
Density functional theory data (ωB97M-V/def2-TZVPD) for a molecular structure, C33H25N5O2STi.

## Properties
lowest unoccupied orbital energy = -6.6 eV
charge = +2
ΔE to the lowest compared entry with this formula, charge and spin = 0.0 kcal/mol
highest occupied orbital energy = -0.4788 Eh

Each line ends with the Löwdin charge.
Atoms and positions in Å:
Ti1 -0.518 0.196 -0.134  1.166
C1 -4.473 -0.509 -1.836  -0.005
C2 -3.092 -0.535 -1.618  -0.068
N1 -2.490 0.324 -0.807  0.001
C3 -3.234 1.269 -0.162  -0.147
C4 -4.628 1.335 -0.290  -0.135
C5 -5.238 0.414 -1.169  0.047
C6 -5.327 2.304 0.472  -0.011
C7 -4.628 3.119 1.313  -0.039
C8 -3.216 3.063 1.415  0.000
C9 -2.499 2.175 0.648  -0.201
N2 -1.114 1.973 0.568  -0.031
C10 -0.149 2.922 0.913  -0.215
C11 -0.292 4.231 1.308  0.016
C12 0.844 4.998 1.670  -0.037
C13 2.107 4.488 1.623  -0.013
C14 2.300 3.169 1.141  -0.145
C15 3.560 2.563 0.961  0.048
C16 3.647 1.300 0.430  -0.007
C17 2.475 0.636 0.064  -0.071
N3 1.274 1.174 0.235  0.006
C18 1.172 2.422 0.778  -0.165
H1 -4.911 -1.220 -2.521  0.124
H2 -2.458 -1.264 -2.107  0.120
H3 -6.311 0.448 -1.313  0.137
H4 -6.402 2.377 0.383  0.127
H5 -5.155 3.848 1.914  0.121
H6 -2.726 3.732 2.105  0.101
H7 -1.258 4.708 1.328  0.104
H8 0.687 6.019 1.990  0.122
H9 2.964 5.082 1.911  0.127
H10 4.455 3.109 1.233  0.138
H11 4.600 0.818 0.267  0.123
H12 2.506 -0.346 -0.393  0.124
S1 0.858 -0.511 -4.389  0.854
C19 0.407 -0.534 -2.909  -0.882
N4 0.057 -0.568 -1.747  -0.089
C20 0.914 -3.331 4.486  -0.020
O1 -0.110 -2.409 4.096  -0.072
C21 0.211 -1.106 4.012  -0.228
C22 1.498 -0.590 4.137  0.015
C23 1.707 0.780 4.082  -0.041
C24 0.651 1.664 3.907  -0.064
C25 -0.629 1.160 3.766  -0.008
C26 -0.842 -0.210 3.798  -0.158
N5 -2.196 -0.667 3.732  0.175
C27 -2.735 -1.686 3.128  0.058
C28 -2.194 -2.605 2.173  -0.133
C29 -2.773 -3.889 2.179  0.005
C30 -2.262 -4.897 1.393  -0.040
C31 -1.187 -4.624 0.552  -0.017
C32 -0.635 -3.354 0.476  0.013
C33 -1.143 -2.341 1.275  -0.284
O2 -0.673 -1.084 1.156  -0.176
H13 0.421 -4.293 4.582  0.103
H14 1.346 -3.042 5.444  0.107
H15 1.689 -3.389 3.721  0.102
H16 2.334 -1.253 4.306  0.117
H17 2.713 1.160 4.204  0.121
H18 0.820 2.732 3.890  0.114
H19 -1.475 1.824 3.628  0.120
H20 -2.829 -0.155 4.336  0.182
H21 -3.761 -1.870 3.433  0.159
H22 -3.607 -4.088 2.842  0.130
H23 -2.694 -5.886 1.424  0.122
H24 -0.783 -5.409 -0.075  0.126
H25 0.171 -3.136 -0.212  0.122

=====

No. 5
Density functional theory data (ωB97M-V/def2-TZVPD) for a molecular structure, C33H26BrIrN9O6.

## Properties
lowest unoccupied orbital energy (spin up / spin down) = -4.8 / -4.9 eV
charge = +1
ΔE to the lowest compared entry with this formula, charge and spin = 32.5 kcal/mol
highest occupied orbital energy (spin up / spin down) = -0.3869 / -0.3869 Eh

Each line ends with the Löwdin charge.
Atoms and positions in Å:
Ir1 0.091 0.167 0.001  1.543
C1 -2.890 -0.646 -0.331  0.001
O1 -1.965 0.170 0.420  -0.259
C2 -2.440 1.025 1.389  -0.187
C3 -3.775 1.154 1.707  -0.037
C4 -4.113 2.062 2.708  -0.657
Br1 -5.928 2.269 3.159  0.812
C5 -3.153 2.799 3.373  -0.043
C6 -1.804 2.653 3.048  -0.046
C7 -1.464 1.770 2.032  -0.143
O2 -0.146 1.663 1.566  -0.070
C8 -0.822 3.491 3.752  -0.266
N1 -1.093 4.707 4.136  0.193
C9 0.066 5.156 4.743  -0.218
C10 0.345 6.393 5.326  -0.007
C11 1.601 6.577 5.862  -0.082
C12 2.570 5.559 5.829  -0.081
C13 2.311 4.328 5.259  -0.018
C14 1.043 4.153 4.715  -0.185
N2 0.456 3.090 4.056  0.177
H1 -3.435 -1.295 0.354  0.114
H2 -2.284 -1.239 -1.007  0.094
H3 -3.565 -0.003 -0.892  0.117
H4 -4.545 0.589 1.206  0.111
H5 -3.421 3.504 4.146  0.121
H6 0.424 1.266 2.296  0.067
H7 -0.406 7.170 5.352  0.115
H8 1.852 7.523 6.321  0.104
H9 3.545 5.750 6.256  0.104
H10 3.057 3.544 5.237  0.096
H11 0.805 2.145 4.056  0.116
C15 2.635 2.508 0.381  0.017
C16 2.942 1.134 -0.080  -0.290
N3 2.074 0.178 -0.404  -0.073
C17 2.790 -0.951 -0.753  -0.075
C18 4.107 -0.661 -0.658  -0.026
N4 4.188 0.645 -0.231  0.005
C19 5.420 1.364 0.074  -0.045
N5 5.462 1.725 1.457  -0.070
N6 5.530 3.039 1.807  0.061
N7 5.617 3.137 3.068  0.090
C20 5.615 1.870 3.614  -0.228
C21 5.692 1.455 4.946  -0.006
C22 5.654 0.102 5.180  -0.072
C23 5.541 -0.826 4.123  -0.071
C24 5.471 -0.433 2.805  -0.010
C25 5.520 0.944 2.576  -0.168
H12 1.576 2.716 0.274  0.056
H13 3.191 3.241 -0.204  0.106
H14 2.917 2.637 1.427  0.089
H15 2.298 -1.859 -1.054  0.115
H16 4.983 -1.250 -0.862  0.133
H17 5.487 2.287 -0.501  0.148
H18 6.247 0.707 -0.197  0.149
H19 5.786 2.175 5.747  0.119
H20 5.717 -0.269 6.194  0.108
H21 5.514 -1.882 4.358  0.108
H22 5.387 -1.155 2.005  0.102
O3 -0.006 -2.589 0.113  0.062
C26 0.288 -2.316 1.267  -0.413
N8 0.512 -0.999 1.600  -0.037
C27 0.776 -0.866 2.922  -0.360
O4 0.960 0.217 3.480  0.057
C28 0.774 -2.236 3.511  -0.080
C29 0.992 -2.654 4.804  0.020
C30 0.904 -4.025 5.049  -0.041
C31 0.604 -4.923 4.032  -0.041
C32 0.379 -4.490 2.724  0.021
C33 0.472 -3.136 2.490  -0.083
H23 1.220 -1.951 5.593  0.127
H24 1.067 -4.398 6.051  0.115
H25 0.540 -5.978 4.261  0.115
H26 0.141 -5.185 1.932  0.128
O5 0.756 2.689 -2.003  0.012
N9 0.317 1.721 -2.514  -0.104
O6 -0.493 0.996 -1.656  -0.359

=====

No. 6
Density functional theory data (ωB97M-V/def2-TZVPD) for a molecular structure, C33H26CaClIN4O5.

## Properties
lowest unoccupied orbital energy = 3.9 eV
charge = -2
ΔE to the lowest compared entry with this formula, charge and spin = 0.0 kcal/mol
highest occupied orbital energy = -0.0956 Eh

Each line ends with the Löwdin charge.
Atoms and positions in Å:
Ca1 0.468 0.403 0.356  1.371
C1 -0.643 3.221 -1.036  -0.035
C2 0.318 3.196 -2.184  -0.205
C3 -0.053 3.754 -3.396  -0.077
C4 0.791 3.718 -4.494  -0.124
C5 2.015 3.089 -4.375  -0.084
C6 2.429 2.520 -3.176  -0.203
C7 3.716 1.752 -3.137  -0.050
C8 1.589 2.604 -2.045  -0.192
N1 1.902 1.974 -0.838  0.023
C9 3.018 2.286 -0.194  -0.507
O1 3.811 3.225 -0.385  -0.021
C10 3.339 1.348 0.967  -0.181
C11 4.344 1.659 1.876  -0.010
C12 4.577 0.785 2.924  -0.066
C13 3.808 -0.359 3.051  -0.009
C14 2.821 -0.598 2.103  -0.181
N2 2.634 0.229 1.082  0.037
C15 1.877 -1.788 2.246  -0.512
O2 2.175 -2.655 3.084  -0.020
N3 0.822 -1.719 1.453  0.014
C16 -0.177 -2.684 1.586  -0.215
C17 -1.027 -2.705 2.705  -0.213
C18 -0.799 -1.758 3.845  -0.044
C19 -2.092 -3.595 2.730  -0.079
C20 -2.330 -4.459 1.674  -0.120
C21 -1.481 -4.439 0.578  -0.074
C22 -0.406 -3.564 0.521  -0.211
C23 0.523 -3.558 -0.654  -0.037
H1 -1.574 3.713 -1.324  0.078
H2 -0.238 3.733 -0.162  0.084
H3 -0.913 2.215 -0.701  0.042
H4 -1.034 4.209 -3.482  0.096
H5 0.481 4.144 -5.440  0.082
H6 2.667 3.008 -5.239  0.093
H7 4.102 1.602 -4.148  0.064
H8 3.558 0.773 -2.676  0.085
H9 4.462 2.271 -2.537  0.066
H10 4.901 2.575 1.734  0.105
H11 5.351 1.005 3.653  0.094
H12 3.929 -1.067 3.858  0.105
H13 -0.526 -0.767 3.477  0.059
H14 0.032 -2.104 4.463  0.077
H15 -1.695 -1.675 4.464  0.070
H16 -2.755 -3.593 3.589  0.095
H17 -3.175 -5.137 1.699  0.082
H18 -1.657 -5.109 -0.256  0.095
H19 0.216 -4.302 -1.390  0.069
H20 1.543 -3.780 -0.335  0.081
H21 0.547 -2.580 -1.136  0.061
Cl1 -5.986 -1.591 -2.425  0.610
C24 -4.303 -1.184 -2.158  -0.627
C25 -3.427 -1.247 -3.204  -0.204
C26 -2.079 -0.931 -3.024  -0.651
I1 -0.769 -1.031 -4.641  0.837
C27 -1.538 -0.559 -1.790  -0.488
O3 -0.321 -0.304 -1.590  -0.248
C28 -2.507 -0.460 -0.702  -0.138
N4 -2.016 -0.025 0.477  0.078
C29 -2.817 0.114 1.498  -0.112
C30 -4.187 -0.204 1.437  -0.042
C31 -4.709 -0.648 0.258  -0.037
C32 -3.871 -0.777 -0.872  -0.179
H22 -3.780 -1.545 -4.183  0.081
H23 -2.367 0.502 2.400  0.100
H24 -4.805 -0.087 2.316  0.098
H25 -5.758 -0.896 0.169  0.079
O4 -1.258 3.113 2.461  -0.065
C33 -0.254 2.474 2.758  -0.605
O5 0.152 1.394 2.253  -0.258
H26 0.410 2.878 3.583  0.114

=====

For the records above, the corresponding calculated total energy values read -4590.3059; -2334.5713; -2503.9741; -2944.1178; -4895.4594; -3304.2168 Ha.